# 1
99
Properties=species:S:1:pos:R:3 method="wB97M-V/def2-TZVPD" e_homo_ev=-8.92 gap_ev=8.605
O 0.755 -0.460 -2.867
P 0.527 0.976 -2.916
O -0.376 1.430 -4.166
O 1.853 1.836 -3.067
N -0.436 1.552 -1.606
P -1.946 2.470 -2.138
O -1.378 3.894 -2.682
Br -2.802 3.128 -0.226
S 0.488 2.181 -0.370
O 0.417 3.603 -0.392
O 1.747 1.525 -0.329
F -0.307 1.695 0.858
H 0.167 1.895 -4.807
H 1.758 2.783 -2.911
H -0.708 3.748 -3.351
C 0.595 5.903 1.927
C -0.336 7.089 1.850
O -1.444 7.082 2.372
N 0.092 8.178 1.170
C 1.348 8.378 0.479
H 0.105 5.118 2.494
H 0.817 5.528 0.931
H 1.525 6.175 2.429
H -0.575 8.930 1.141
H 1.878 9.235 0.898
H 1.158 8.576 -0.577
H 1.978 7.499 0.570
C -3.280 9.327 0.057
C -2.433 10.005 -0.997
O -1.231 9.808 -1.108
N -3.064 10.857 -1.846
C -4.468 11.216 -1.880
H -2.661 8.668 0.659
H -3.744 10.066 0.712
H -4.062 8.727 -0.409
H -2.449 11.276 -2.526
H -4.904 10.951 -2.845
H -4.588 12.291 -1.734
H -5.013 10.697 -1.100
C -1.704 -1.977 -1.044
C -2.025 -1.349 0.288
O -2.234 -0.143 0.414
N -2.083 -2.166 1.359
C -1.881 -3.607 1.412
H -1.693 -1.204 -1.804
H -0.724 -2.454 -1.020
H -2.458 -2.721 -1.304
H -2.298 -1.685 2.218
H -2.793 -4.075 1.791
H -1.059 -3.829 2.083
H -1.651 -4.009 0.435
C -7.620 -2.627 2.675
C -6.252 -2.464 2.050
O -5.648 -3.406 1.566
N -5.714 -1.217 2.041
C -6.279 0.014 2.559
H -7.904 -3.672 2.600
H -7.603 -2.340 3.727
H -8.360 -2.021 2.153
H -4.802 -1.173 1.608
H -6.380 0.748 1.758
H -5.628 0.437 3.326
H -7.257 -0.166 2.992
C 2.257 -6.528 2.026
C 1.888 -5.097 1.707
O 0.800 -4.809 1.217
N 2.802 -4.142 1.975
C 4.138 -4.291 2.541
H 1.423 -7.166 1.752
H 3.138 -6.835 1.462
H 2.459 -6.647 3.091
H 2.492 -3.213 1.737
H 4.202 -3.725 3.472
H 4.894 -3.914 1.851
H 4.349 -5.334 2.749
C -0.824 -8.530 -1.859
C 0.541 -8.375 -2.490
O 1.132 -9.318 -2.991
N 1.092 -7.134 -2.475
C 0.540 -5.907 -1.923
H -1.124 -9.569 -1.949
H -0.797 -8.258 -0.803
H -1.559 -7.904 -2.366
H 2.000 -7.094 -2.908
H 0.443 -5.158 -2.712
H 1.200 -5.518 -1.150
H -0.434 -6.082 -1.482
C 8.748 -5.051 0.349
C 7.679 -3.985 0.371
O 6.835 -3.939 1.256
N 7.682 -3.072 -0.629
C 8.594 -2.972 -1.753
H 8.606 -5.695 1.210
H 8.677 -5.653 -0.558
H 9.742 -4.605 0.402
H 6.944 -2.389 -0.555
H 9.108 -2.010 -1.737
H 8.046 -3.053 -2.693
H 9.336 -3.762 -1.714



# 2
17
Properties=species:S:1:pos:R:3 method="wB97M-V/def2-TZVPD" relative_energy_kcal_mol=37.6 e_homo_ev=-9.25 gap_ev=9.565 smiles="O=CNCCSS.O"
S -0.886 1.606 3.226
S 0.072 2.338 1.553
C -0.031 0.849 0.505
C 0.169 1.163 -0.940
N 0.463 -0.183 -1.642
C 1.599 -0.821 -1.563
O 1.920 -1.801 -2.248
H 0.057 1.251 4.051
H 0.791 0.245 0.806
H -0.876 0.171 0.705
H 1.130 1.752 -0.990
H -0.643 1.771 -1.460
H -0.375 -0.707 -2.032
H 2.324 -0.272 -0.877
H -1.413 -2.704 0.722
H -2.561 -2.580 -0.010
O -1.740 -2.079 0.193



Number 1: energy -163338.01402 eV, LUMO -0.319 eV. Number 2: energy -30511.73377 eV, LUMO 0.310 eV.